Entry 1:
{
  "formula": "C5H9FO2",
  "method": "ωB97M-V with the def2-TZVPD basis set",
  "relative_energy_kj_mol": 68.10,
  "smiles": "C[C@@H]1CO[C@@](C)(F)O1",
  "total_charge": 0,
  "e_lumo_ev": 0.951,
  "species": ["C", "C", "C", "O", "C", "C", "F", "O", "H", "H", "H", "H", "H", "H", "H", "H", "H"],
  "xyz": [[-2.078274, 0.263037, -0.209971], [-0.946016, -0.413458, -0.723969], [-0.449865, -1.435736, 0.302270], [0.708547, -0.854077, 0.906225], [1.218809, 0.011814, 0.001453], [2.057847, 1.221830, 0.484841], [1.954043, -0.743948, -0.913589], [0.209411, 0.548540, -0.771070], [-1.852419, 0.717882, 0.725647], [-2.917321, -0.378968, -0.009981], [-2.457621, 1.069126, -0.728277], [-1.098816, -0.984848, -1.684166], [-1.172415, -1.540211, 1.102765], [-0.026985, -2.295337, -0.148323], [2.360580, 1.772406, -0.451511], [2.983501, 0.997568, 1.115105], [1.506994, 2.044379, 1.002547]],
  "atomic_forces_ev_per_a": [[-2.188, 0.614, 1.671], [3.299, -1.471, -1.118], [0.754, 0.827, 0.363], [0.044, 1.003, 1.023], [0.410, 1.571, -0.851], [1.169, 0.757, -0.001], [0.893, -0.238, 0.159], [-2.062, -0.980, -0.137], [0.499, 0.157, 1.113], [-0.356, -0.620, -0.096], [-0.631, 1.627, -1.886], [0.286, 1.164, 0.583], [-0.066, -0.716, -0.061], [-0.606, -1.418, -0.448], [0.058, -0.936, 0.798], [-1.334, -0.077, -1.043], [-0.171, -1.264, -0.068]]
}


Entry 2:
{
  "formula": "C34H58Cl14O15",
  "method": "ωB97M-V with the def2-TZVPD basis set",
  "relative_energy_kj_mol": 238.85,
  "smiles": "C[C@H]1COC(=O)O1.C[C@H]1COC(=O)O1.C[C@H]1COC(=O)O1.C[C@H]1COC(=O)O1.C[C@H]1COC(=O)O1.ClCCCl.ClCCCl.ClCCCl.ClCCCl.ClCCCl.ClCCCl.ClCCCl",
  "total_charge": 0,
  "e_lumo_ev": -0.317,
  "species": ["C", "C", "C", "O", "C", "O", "O", "H", "H", "H", "H", "H", "H", "C", "C", "C", "O", "C", "O", "O", "H", "H", "H", "H", "H", "H", "C", "C", "C", "O", "C", "O", "O", "H", "H", "H", "H", "H", "H", "C", "C", "C", "O", "C", "O", "O", "H", "H", "H", "H", "H", "H", "C", "C", "C", "O", "C", "O", "O", "H", "H", "H", "H", "H", "H", "Cl", "C", "C", "Cl", "H", "H", "H", "H", "Cl", "C", "C", "Cl", "H", "H", "H", "H", "Cl", "C", "C", "Cl", "H", "H", "H", "H", "Cl", "C", "C", "Cl", "H", "H", "H", "H", "Cl", "C", "C", "Cl", "H", "H", "H", "H", "Cl", "C", "C", "Cl", "H", "H", "H", "H", "Cl", "C", "C", "Cl", "H", "H", "H", "H"],
  "xyz": [[5.751962, 6.961549, -8.293852], [6.874844, 7.963450, -7.923202], [8.171726, 7.395988, -7.389956], [9.155681, 7.928797, -8.216955], [8.599572, 8.813827, -9.081243], [9.184514, 9.423194, -9.972967], [7.272803, 8.710443, -9.017695], [5.976116, 6.310619, -9.138927], [4.890835, 7.574255, -8.560589], [5.366366, 6.277530, -7.537857], [6.439604, 8.554560, -7.117439], [8.172894, 6.331924, -7.626339], [8.290509, 7.661792, -6.339555], [4.912851, 0.812318, -15.370342], [5.667329, 0.887394, -16.739217], [4.932905, 0.194847, -17.823995], [4.721119, 1.192761, -18.803837], [5.400977, 2.320222, -18.465991], [5.543896, 3.352385, -19.159150], [5.727187, 2.224393, -17.193887], [5.399382, 1.524084, -14.703431], [4.838393, -0.177263, -14.919479], [3.862341, 1.095515, -15.436034], [6.668205, 0.457738, -16.697286], [3.971612, -0.201980, -17.497604], [5.535250, -0.573970, -18.307947], [-1.916594, -2.244771, -13.556813], [-1.334201, -3.661641, -13.842373], [-1.220851, -3.783458, -15.363323], [0.168666, -3.769784, -15.678518], [0.859696, -3.833643, -14.526907], [2.058184, -3.868379, -14.491173], [0.007345, -3.775298, -13.443132], [-1.241036, -1.559044, -14.068187], [-1.929476, -2.050970, -12.484262], [-2.942594, -2.163987, -13.915854], [-1.957652, -4.427151, -13.380418], [-1.752916, -3.015550, -15.924854], [-1.650081, -4.729671, -15.692785], [8.336548, -5.699890, -3.152414], [7.583712, -6.809693, -3.837118], [8.463585, -7.841309, -4.508702], [8.075010, -9.108201, -4.015239], [7.236089, -8.935201, -2.907493], [6.769055, -9.820809, -2.167941], [7.110388, -7.579547, -2.698819], [9.161983, -6.110647, -2.571001], [7.715039, -5.269247, -2.367322], [8.798655, -5.010215, -3.858747], [6.709164, -6.600874, -4.453271], [9.550318, -7.774023, -4.457983], [8.181084, -7.749175, -5.557420], [4.108172, -1.629146, -9.054731], [5.047368, -1.511810, -7.802015], [6.518058, -1.685065, -8.141626], [7.222249, -0.758287, -7.387590], [6.313740, 0.130080, -6.978373], [6.703884, 1.093936, -6.411569], [5.047686, -0.193179, -7.318583], [3.107579, -1.987795, -8.813312], [4.559059, -2.213923, -9.856490], [3.934702, -0.707318, -9.609923], [4.679002, -2.222355, -7.062050], [6.696696, -1.664759, -9.216700], [6.840653, -2.694532, -7.886643], [5.273404, -7.406779, -10.507348], [5.136126, -8.902599, -11.389406], [5.885121, -8.725169, -12.715430], [5.886242, -10.184265, -13.736017], [4.076477, -9.078788, -11.574326], [5.416676, -9.693758, -10.694113], [6.940968, -8.507539, -12.554388], [5.432103, -7.909131, -13.278404], [13.917321, -1.875471, -4.309564], [12.844827, -0.725863, -5.196687], [12.242445, 0.405847, -4.313416], [11.477189, -0.233696, -2.880376], [11.983673, -1.287590, -5.558611], [13.476568, -0.271314, -5.959833], [11.596380, 1.158876, -4.764681], [13.093904, 1.036178, -4.056906], [-2.682236, 3.688414, -11.167905], [-1.891355, 4.420268, -12.470307], [-0.464300, 4.937227, -12.102654], [0.731432, 3.607568, -12.001630], [-2.557984, 5.196041, -12.846969], [-1.871085, 3.721523, -13.306640], [-0.370494, 5.458334, -11.149898], [-0.141183, 5.691600, -12.820021], [2.453211, -3.174184, -2.240407], [0.902339, -2.215476, -2.357926], [-0.241717, -2.653661, -1.397319], [-1.764392, -1.714078, -1.601577], [0.576416, -2.261687, -3.397023], [1.095962, -1.163088, -2.150346], [0.038623, -2.687840, -0.344540], [-0.468658, -3.699508, -1.604183], [-1.209593, -4.887715, -7.283704], [-0.933784, -6.597019, -7.614207], [0.581064, -6.801284, -7.820343], [1.420615, -6.669905, -6.359093], [-1.355338, -6.890365, -8.575631], [-1.419642, -7.065836, -6.758490], [0.908736, -6.073216, -8.562400], [0.786857, -7.771653, -8.272148], [11.456274, -6.459448, -8.939531], [12.509959, -7.469945, -10.002530], [12.221199, -9.014188, -9.724953], [12.487801, -9.461107, -8.071072], [13.565308, -7.220055, -9.893484], [12.237392, -7.182359, -11.017962], [12.842009, -9.685141, -10.318680], [11.175092, -9.186209, -9.978268], [5.952607, 4.677363, 0.510279], [5.423305, 3.874003, -0.995154], [4.516606, 4.685832, -1.901169], [5.385920, 6.151011, -2.441332], [4.979766, 2.940955, -0.647630], [6.299273, 3.669715, -1.610816], [3.628445, 5.078385, -1.406020], [4.150321, 4.197238, -2.804074]],
  "atomic_forces_ev_per_a": [[-0.085, 0.400, -0.590], [-1.657, -1.569, 1.657], [-0.746, -1.426, -0.188], [1.212, 1.725, -0.372], [1.775, 0.091, -3.275], [-1.220, -1.238, 2.821], [-0.699, 1.337, -0.644], [0.355, 0.243, -0.188], [-0.063, -0.042, -0.246], [0.572, 0.322, 0.615], [-0.037, 0.728, -0.321], [0.163, -0.249, 0.856], [0.427, -0.340, -0.105], [0.514, 0.580, -0.506], [-0.697, -0.676, 1.944], [-0.577, -0.922, -1.183], [0.244, 0.874, -1.260], [-1.042, 3.361, -2.476], [-0.456, -4.101, 2.268], [1.318, 0.776, 1.166], [-0.038, -0.238, 0.262], [0.698, -0.138, -0.180], [0.037, 0.397, -0.529], [0.165, 0.393, 0.473], [0.009, -0.046, -0.170], [-0.193, -0.275, 0.197], [0.799, -1.056, 0.621], [-1.089, 1.772, -0.940], [-0.977, -1.174, -0.749], [-0.477, 0.015, 0.547], [0.762, 0.505, 0.175], [-1.196, -0.126, 0.505], [1.458, -0.300, 0.006], [-0.284, 0.345, 0.102], [0.108, 0.153, -0.027], [0.125, -0.033, -0.212], [0.309, -0.158, -0.043], [0.300, 0.245, 0.188], [0.180, -0.169, -0.162], [0.291, 0.322, -0.064], [0.801, -1.159, 2.168], [-0.111, 0.088, -1.801], [-1.542, -0.495, 1.499], [-0.187, -1.261, 1.655], [1.808, 3.260, -3.147], [-0.991, -1.702, 0.069], [0.075, -0.425, -0.245], [-0.180, 0.610, -0.527], [-0.394, 0.391, 0.141], [0.157, 0.558, 0.086], [-0.088, 0.418, 0.466], [0.372, -0.602, -0.315], [0.286, 0.257, 0.047], [-1.007, -0.439, -2.286], [-0.078, -3.032, -0.868], [-0.392, -0.563, -0.537], [0.906, 1.310, 0.539], [-0.959, 0.981, 0.544], [0.286, 0.843, 0.954], [0.219, -0.285, 0.094], [0.002, -0.698, 0.370], [0.279, 0.585, 0.619], [0.208, 0.217, 0.341], [0.129, 0.870, -0.111], [0.112, -0.048, 0.304], [0.057, 1.013, 0.598], [-0.622, -0.727, -0.607], [0.354, -0.176, 0.483], [-0.279, -0.151, 0.050], [0.012, 0.126, -0.199], [0.634, -0.091, -0.534], [-0.181, 0.154, 0.165], [0.019, -0.136, 0.058], [-0.396, 0.540, -0.145], [-1.078, 0.639, 0.477], [2.009, 0.261, -0.253], [-0.360, -0.053, 0.449], [0.484, -0.231, -0.445], [-0.371, -0.210, -0.169], [-0.414, -0.809, -0.647], [0.106, -0.141, 0.731], [-1.000, -1.137, 1.867], [1.416, 1.132, -1.478], [-0.622, 0.224, -0.286], [-0.197, 0.132, -0.215], [0.404, 0.518, 0.239], [0.508, -0.154, 0.133], [-0.642, -0.290, 0.117], [0.138, -0.435, -0.384], [-1.144, 0.503, 0.230], [-0.713, 0.638, 0.361], [0.733, -1.354, -0.370], [0.814, -0.153, -0.050], [-0.006, -0.277, 0.151], [0.495, -0.136, 0.016], [0.117, 0.684, -0.103], [-0.289, 0.087, -0.254], [-0.328, 0.785, -0.179], [0.847, -0.117, -0.542], [-1.679, -0.508, -1.364], [1.389, 0.263, 1.776], [-0.598, 0.202, 0.230], [0.486, -0.631, -0.347], [0.094, 0.193, 0.241], [-0.186, -0.168, 0.182], [0.519, -0.228, -0.261], [-0.346, -1.321, 0.111], [-0.141, 1.723, -1.219], [0.148, -0.156, 0.963], [-0.184, 0.047, 0.519], [-0.123, -0.359, 0.019], [0.043, 0.399, -0.229], [0.064, -0.100, 0.109], [-0.166, 0.191, -0.318], [0.088, -0.408, -0.596], [-0.646, 0.888, 0.610], [0.120, 0.124, -0.232], [-0.149, 0.072, -0.366], [0.192, -0.221, 0.425], [0.094, -0.190, 0.263], [0.478, -0.459, 0.188]]
}


E_HOMO list, top to bottom, in eV: -10.612; -10.641
HOMO-LUMO gap list, top to bottom, in eV: 11.56; 10.32